Record 1
88
Properties=species:S:1:pos:R:3:forces:R:3 method="wB97M-V/def2-TZVPD" smiles="O=[N+]([O-])c1ccccc1.O=[N+]([O-])c1ccccc1.O=S1(=O)CCCC1.O=S1(=O)CCCC1.O=S1(=O)CCCC1.O=S1(=O)CCCC1" lumo_ev=-0.71 orbital_gap_ev=9.2 homo_ha=-0.3645 mol_weight_g_mol=726.9
C 1.9568 -1.6760 2.7726 -0.211 -0.593 -1.311
H 2.2008 -8.3878 -0.1515 -0.037 -0.109 -0.039
C 1.7384 -3.0628 3.3411 0.224 0.454 1.650
C -5.2481 3.5895 -1.9099 -0.389 -0.608 0.652
H -4.7595 5.2937 -3.1489 -0.348 0.528 -0.132
H 0.3384 6.2888 1.7185 -0.065 -0.010 0.130
H 0.5228 -8.0140 -0.7691 0.384 -0.707 -0.175
O 1.2961 -3.9910 0.5523 -0.395 -0.631 -0.032
C 2.8776 -0.6176 -3.7068 -0.274 -0.605 0.579
H 5.3177 -0.6833 -1.4025 0.012 0.353 0.094
H 2.0394 -1.2093 -4.0564 0.128 -0.109 -0.108
H -1.3259 1.8017 2.9494 -0.001 -0.121 -0.287
H 2.8881 -0.6247 5.7057 0.333 0.317 -0.742
C 1.5350 -0.6208 3.7921 2.171 0.299 -0.452
H 4.3540 2.3867 -4.1784 -0.239 0.110 0.199
H -2.6834 1.1328 -1.0625 0.146 -0.203 -0.382
O -8.0149 5.0039 -4.0058 -0.181 0.113 0.226
H -1.1464 -6.5442 0.5114 0.264 -0.184 -0.348
O 2.6169 5.6212 1.4913 -0.201 -0.043 0.156
C 4.8162 1.0195 -2.6207 -0.169 -0.597 -0.483
H 0.1613 -8.2882 1.5610 -0.022 -0.098 -0.304
C 2.1078 -1.1093 5.1235 -1.886 -0.686 1.657
H -2.1655 5.7297 1.5455 0.303 0.605 0.486
H -7.1884 3.3322 -1.0771 -0.502 -0.005 -0.432
O 3.0235 3.6845 2.3416 0.083 0.012 0.020
H -8.0615 2.3086 -3.3118 -0.016 0.187 -0.195
H -6.3737 1.8093 -1.2941 -0.006 -0.093 -0.180
C -0.2436 -6.2603 1.0588 -0.509 0.579 -0.473
H 1.1279 2.2090 2.4891 -0.221 -0.174 0.214
O -0.4313 -4.7439 -1.0890 0.680 -0.028 0.509
C 1.3720 -7.6919 -0.1594 -1.330 1.346 -0.459
H -0.3018 2.7122 -1.2289 -0.119 -0.118 0.704
C -0.4940 1.6466 -1.3947 -0.652 1.271 -1.648
O 6.3241 2.7741 -2.5950 -0.182 0.110 -0.105
H 3.0093 -1.5402 2.5112 0.069 -0.068 0.257
C -7.0236 2.6267 -3.2251 -0.695 -0.064 0.672
C -1.8663 3.8047 2.2870 0.194 -1.242 0.803
H -6.2726 5.4404 -2.0610 0.395 0.541 -0.125
H 0.6826 -3.2363 3.5555 -0.023 -0.200 -0.234
S 2.5128 -2.8581 4.9997 0.598 -0.764 -0.358
H 0.9822 -1.3046 -0.5030 0.263 0.286 0.091
S 0.5521 -5.0747 -0.0687 -0.371 -0.544 -0.915
N 5.7824 1.9077 -1.9421 0.085 -0.383 -0.412
H 2.2176 -3.8879 2.8311 -0.008 0.003 -0.051
H 1.7444 -6.1279 -1.8104 -0.351 -0.588 -0.097
S -1.2061 -0.5389 0.0493 1.409 -0.608 -1.791
C 3.7025 -1.1246 -2.6765 -0.864 0.967 -1.507
C -0.9653 2.7495 2.5761 -0.966 0.830 0.054
C -5.6391 4.8360 -2.7096 -0.196 -0.747 0.424
C -1.4191 5.0585 1.9498 -0.343 -0.556 -0.218
C 4.0952 1.4426 -3.7134 0.066 0.572 -0.202
H -4.4673 2.9786 -2.3677 -0.082 0.161 -0.384
H -6.3820 1.8960 -3.7124 0.043 0.161 -0.251
O -0.8115 -0.3701 1.4446 -0.558 0.001 -0.726
C 0.7889 0.8467 -1.1907 -0.594 -0.530 0.812
H 2.1278 0.2489 3.4968 -0.573 0.393 0.092
H -0.8083 1.7273 -2.4433 0.339 -0.716 -0.147
C 0.8337 4.2772 2.0886 -1.117 -0.974 0.872
O 3.9520 -3.0107 4.8562 -0.546 0.166 -0.083
O 1.8662 -3.6274 6.0522 0.052 0.519 -0.708
H 0.0232 -1.0678 -1.9298 -0.188 0.167 -0.044
C 0.3636 2.9706 2.4045 2.110 0.915 -0.411
H 1.4052 -7.2541 2.0448 0.417 0.289 -0.387
C 1.7306 -6.3185 -0.7381 0.880 1.171 0.495
H -2.9192 3.5836 2.4185 -0.067 0.195 -0.308
C 0.7272 -7.4236 1.2039 -0.300 -0.286 1.422
H 3.5213 -2.1313 -2.3349 0.290 -0.024 0.242
H -1.7381 1.6551 0.3371 -0.329 0.165 -0.123
H 2.4861 1.0599 -5.0334 -0.143 -0.283 -0.061
O -6.0235 4.1258 -5.2286 -0.490 -0.090 0.422
C -1.6951 1.1247 -0.6176 0.469 -0.305 2.138
N 2.2681 4.5616 1.9726 0.218 -0.405 -0.150
O -2.0270 -1.6705 -0.3688 0.159 1.337 0.739
S -6.7905 4.2602 -4.0051 1.556 -0.819 -0.090
C -0.0513 5.3116 1.9795 0.050 0.929 -1.377
C 3.0732 0.6409 -4.2286 0.776 0.510 0.124
H 2.7097 -5.9685 -0.3988 -0.056 -0.091 0.239
H -0.6850 -5.7521 1.9163 0.764 -0.051 0.399
H -4.8860 3.7924 -0.8988 0.093 0.507 -0.159
C 0.3337 -0.5833 -1.0021 -0.693 -0.883 0.559
H 1.2727 -1.1687 5.8330 0.109 0.114 0.072
H 1.2573 1.1836 -0.2635 0.245 0.054 -0.124
H 1.4334 -1.6158 1.8173 -0.218 0.229 0.184
C -6.5531 2.7747 -1.7668 0.838 0.214 -0.435
O 5.9779 1.6824 -0.7711 0.069 0.012 0.299
H 0.4744 -0.3960 3.8001 -0.038 -0.149 0.104
H 1.4719 0.9502 -2.0276 0.077 0.085 0.056
C 4.6739 -0.2857 -2.1793 0.398 -0.683 1.318


Record 2
14
Properties=species:S:1:pos:R:3:forces:R:3 method="wB97M-V/def2-TZVPD" charge=+1 lumo_ev=-5.71 orbital_gap_ev=9.3 homo_ha=-0.5511 mol_weight_g_mol=82.1
C -1.2599 -0.7234 -0.1313 1.289 2.253 -0.429
H 1.9143 0.0789 -0.7703 0.991 -1.325 -1.392
C -1.4984 0.7242 -0.5140 -0.389 -1.145 -1.326
C 1.4235 0.3899 0.0886 -2.640 2.404 -1.460
H 2.0969 0.6490 0.8404 0.984 -0.061 1.578
H -1.4896 0.4957 2.1122 2.069 -0.590 -4.257
C -0.1630 -1.6901 -0.2053 0.030 1.414 -0.661
H 0.2756 -1.8473 -1.2284 -0.351 -0.107 1.244
N 0.3477 -0.4487 0.5687 -0.738 0.270 0.551
C -0.9791 0.2811 0.8642 -1.673 -0.930 3.553
H 0.9772 1.3669 -0.2438 0.325 -0.529 0.362
H -2.5632 0.8984 -0.5743 -0.295 0.132 0.483
H -1.0556 1.1877 -1.4338 0.482 -0.248 1.439
H -0.1636 -2.4425 0.5236 -0.084 -1.538 0.315


Record 3
69
Properties=species:S:1:pos:R:3:forces:R:3 method="wB97M-V/def2-TZVPD" smiles="CCCCCCCCCCCCCCCC[C@H](C(=O)O)[C@](O)(CC(=O)O)C(=O)O" lumo_ev=0.59 orbital_gap_ev=10.7 homo_ha=-0.3732 mol_weight_g_mol=416.6
H 0.6106 -0.4987 2.9480 0.010 0.161 -0.103
C 1.0895 0.2956 -4.2988 -0.443 -0.039 0.267
C 2.5069 -3.4643 0.6332 0.203 0.281 -0.085
H -1.0621 3.6472 0.3711 -0.013 -0.106 0.028
H -2.2938 1.7959 -3.0893 0.103 0.126 0.281
H 2.6367 -1.3090 4.1770 0.065 -0.025 0.072
H -3.2319 -0.0791 2.3219 0.032 -0.001 -0.097
H 3.1451 -1.7604 1.7777 0.038 0.115 -0.014
O -0.0348 0.0309 0.3077 0.158 -0.081 -0.097
C 0.7805 -0.6000 -3.1014 0.453 0.028 -0.243
H -0.7558 3.7704 -6.8724 -0.085 0.116 -0.075
H 1.1327 2.6905 -5.6798 0.077 -0.037 -0.038
O -2.5856 1.4589 -2.2234 -0.352 -0.398 -0.407
C -2.7675 2.2950 3.1409 -0.046 -0.014 -0.176
H -0.1387 1.9374 -3.6836 -0.086 0.028 0.086
H -1.0305 3.8114 -5.1318 -0.054 0.097 0.084
H 0.7825 2.7537 1.2619 -0.045 -0.393 -0.160
C 0.5357 -0.9594 3.9319 0.007 -0.302 0.172
C 2.2495 -2.3785 1.6779 -0.141 -0.442 0.080
C -0.0345 1.1513 0.7388 -0.668 0.353 0.151
H 0.6019 -0.1652 4.6810 -0.025 0.103 -0.034
H 2.2728 -2.1163 -3.4897 0.099 -0.002 -0.058
H -2.6132 0.5423 0.0351 -0.013 0.049 0.055
C 1.9677 -1.4590 -2.6717 -0.439 -0.028 0.194
H -2.9106 -1.2876 4.2307 -0.027 0.065 0.060
H 2.8106 -0.8028 -2.4422 0.088 0.024 -0.023
H -0.8397 -2.1704 5.0443 0.024 -0.102 0.000
C -2.0126 -0.7124 3.9973 -0.014 -0.247 -0.134
C -1.6908 1.3878 2.5747 -0.068 0.141 -0.250
H -0.0685 -1.2456 -3.3390 -0.114 -0.009 0.032
C -2.1799 -0.0680 2.6123 0.022 0.025 0.174
H 1.2496 -0.3196 -5.1873 0.075 0.000 -0.070
C -2.4329 1.6119 0.1233 0.152 0.063 0.015
H 1.1116 -1.6139 -0.7302 -0.069 -0.031 0.007
O -3.8332 2.5110 2.6285 -0.191 -0.018 -0.057
H 2.0119 0.8492 -4.1093 0.079 0.019 -0.040
H 2.6900 -3.6472 3.3514 -0.041 -0.089 -0.011
H -1.8907 2.6397 -6.1378 -0.134 -0.017 -0.020
H 3.6084 -2.1196 -0.6284 0.095 0.032 -0.032
H -3.3552 2.1001 0.4512 0.070 -0.057 -0.071
C -0.9422 3.1550 -5.9956 0.255 -0.103 -0.077
H 0.2733 1.5141 -6.6730 0.092 -0.017 -0.026
C 2.8391 -2.8866 -0.7450 -0.311 -0.205 0.065
C 1.8921 -2.9666 3.0412 0.137 0.301 0.027
H 0.4886 0.0237 -2.2534 -0.081 0.007 0.044
H -0.9781 0.7287 -4.6817 -0.124 -0.018 0.036
O -2.4080 2.8168 4.3115 0.369 0.241 0.646
H 3.2543 -3.6750 -1.3785 0.092 0.034 -0.041
O 1.0574 1.8642 0.9424 0.589 0.185 0.117
O -1.3186 3.0964 -1.4089 0.162 0.222 -0.034
H 1.4402 -1.7368 1.3342 0.005 0.148 -0.026
H -0.9176 -2.4171 3.3005 -0.040 -0.126 -0.015
H -1.6222 -0.6511 1.8790 -0.054 0.001 -0.050
H 1.6103 -2.4084 5.0967 0.041 0.055 0.075
H 0.9174 -3.0699 -1.6985 -0.097 -0.049 0.024
C -0.8132 -1.6597 4.0784 0.025 0.342 0.061
C 1.6178 -2.2760 -1.4291 0.429 0.079 -0.078
C 1.7224 -1.9059 4.1320 -0.079 -0.020 -0.138
C -2.0449 2.1434 -1.2314 0.041 0.004 0.168
O -1.0314 3.2688 1.2713 -0.156 0.310 0.132
C -1.3296 1.8897 1.1532 -0.002 -0.315 -0.042
H 0.9797 -3.5589 2.9540 -0.027 -0.123 -0.007
C 0.1887 2.1531 -5.7913 -0.316 0.023 0.203
H -3.1051 3.3951 4.6615 -0.074 -0.153 -0.276
H -1.9185 0.0627 4.7606 -0.053 0.020 0.108
C -0.0444 1.2860 -4.5569 0.482 0.000 -0.345
H 1.6262 -4.1057 0.5513 -0.038 -0.110 0.023
H 3.3390 -4.0887 0.9700 -0.042 -0.081 0.052
H -0.8043 1.5052 3.2037 -0.006 -0.039 -0.090


Record 4
13
Properties=species:S:1:pos:R:3:forces:R:3 method="wB97M-V/def2-TZVPD" charge=-1 lumo_ev=3.92 orbital_gap_ev=8.4 homo_ha=-0.1641 mol_weight_g_mol=91.1
C 1.4790 1.9736 0.2290 -1.357 0.169 -0.757
H 0.9767 2.7091 -0.4255 0.395 0.027 0.203
H 2.2742 1.5344 -0.3728 0.271 0.046 0.359
H 0.8088 0.0549 0.9915 -0.536 0.499 0.044
O -2.1101 -3.5257 -1.3587 -0.412 0.228 0.352
O -1.4612 -1.6106 -0.3718 -0.431 -0.693 0.783
C 0.3556 0.9467 0.4904 1.438 -0.400 0.274
H 1.7818 2.4978 1.1426 0.310 -0.328 -0.175
C -1.6291 -2.8618 -0.4185 0.613 -0.057 -2.058
H -0.7690 -0.2513 -0.6645 0.561 0.454 0.330
H -1.1578 -3.5220 0.3288 0.042 0.292 0.990
O -0.2108 0.5878 -0.7149 -0.412 -0.013 -0.807
H -0.3382 1.4670 1.1444 -0.481 -0.223 0.463


Record 5
39
Properties=species:S:1:pos:R:3:forces:R:3 method="wB97M-V/def2-TZVPD" smiles="O=C(O)CCN1CCc2ccccc2[C@H]1c1ccncc1" lumo_ev=0.60 orbital_gap_ev=9.1 homo_ha=-0.3113 mol_weight_g_mol=282.3
C -1.0816 -1.1060 3.5171 0.017 -0.025 0.115
H -2.8014 -2.3359 3.8468 -0.046 -0.040 0.062
H 2.2040 -0.9015 1.2502 0.038 0.008 0.125
C -2.2180 -1.7895 3.1206 -0.038 -0.047 0.088
H 0.5401 0.1461 2.9015 0.094 0.069 0.018
H 0.7036 1.0767 0.6995 -0.079 -0.161 0.055
C -2.6126 -1.7662 1.7939 0.037 0.019 -0.024
C 2.0500 -1.1782 0.2180 -0.068 0.005 -0.195
N 2.7701 -2.4592 -1.6579 0.328 -0.334 -0.260
C -2.2147 -1.0095 -0.5955 0.039 0.131 -0.083
H 1.7017 -2.2641 -3.3804 -0.081 0.029 -0.093
C 0.9916 -0.6356 -0.5062 0.229 -0.070 -0.113
C -0.2826 2.0539 -1.5481 0.111 0.225 0.089
C 0.0603 0.3463 0.1922 0.030 0.017 0.120
H 0.5873 4.0187 -1.4437 0.058 0.036 0.045
H -2.0550 0.3891 -2.2248 0.015 0.011 0.076
H -3.5039 -2.2924 1.4831 -0.095 -0.047 -0.039
O 2.4117 3.1499 0.6162 0.017 0.298 0.583
H -1.5515 -1.6873 -1.1411 -0.089 0.009 -0.034
N -0.8612 1.0990 -0.6295 0.138 -0.139 -0.074
C -0.3369 -0.4018 2.5865 -0.006 0.008 -0.066
C -2.0488 0.4191 -1.1257 -0.388 0.000 -0.075
H -3.2409 -1.3387 -0.7656 0.041 -0.010 -0.017
H -2.9209 1.0109 -0.8105 -0.007 -0.128 -0.166
C 1.7747 -1.9386 -2.3503 -0.226 0.070 -0.150
C 2.8993 -2.0790 -0.3975 0.020 0.121 0.336
H -1.1136 2.5363 -2.0679 0.087 -0.015 -0.008
H 0.0466 3.4055 0.1279 -0.036 0.042 -0.051
C -0.7192 -0.3908 1.2550 -0.041 0.078 0.157
H 3.3375 2.8852 0.7376 -0.140 -0.098 -0.284
O 2.6134 2.0211 -1.2952 -0.018 -0.046 -0.088
C 0.5248 3.1302 -0.8115 -0.047 -0.251 -0.142
H 3.7281 -2.5208 0.1409 0.037 0.015 0.121
C -1.8644 -1.0726 0.8568 0.002 0.005 -0.001
H 0.0759 -0.6540 -2.4634 -0.099 0.087 -0.042
C 1.9426 2.6868 -0.5535 0.232 0.029 -0.218
C 0.8603 -1.0347 -1.8297 0.071 0.033 0.151
H -0.7782 -1.1152 4.5535 0.018 0.003 0.085
H 0.3819 1.5966 -2.2994 -0.158 0.061 -0.007


Record 6
17
Properties=species:S:1:pos:R:3:forces:R:3 method="wB97M-V/def2-TZVPD" smiles=C[C@@H]1[C@@H]2C[C@@H](O)[C@H]12 lumo_ev=1.04 orbital_gap_ev=10.6 homo_ha=-0.3516 mol_weight_g_mol=98.1
C 0.0243 0.5541 -1.0275 -0.035 0.045 -0.303
H -2.5143 -0.4202 1.2561 0.103 -0.039 -0.115
C -1.1289 0.5606 -0.0711 -0.104 0.011 -0.016
H 1.8386 -0.6555 -1.3927 -0.130 0.018 0.098
H 0.4269 -1.6531 -0.9680 0.078 0.147 0.019
H 0.4129 1.9443 0.8628 -0.036 -0.131 -0.092
O 2.4978 0.1773 0.8954 0.115 0.172 -0.153
C 0.2259 0.9636 0.4317 0.080 0.189 0.246
H 0.9245 -0.9339 1.4395 -0.022 0.117 -0.116
C 1.1697 -0.2221 0.6441 -0.296 -0.177 0.075
H 2.6952 0.9032 0.2868 0.062 -0.127 0.126
C -1.9063 -0.6582 0.3763 0.047 -0.058 0.022
H -1.7650 1.4326 -0.2254 0.105 -0.110 0.026
H -1.2562 -1.4969 0.6440 -0.080 0.118 -0.055
C 0.9073 -0.6790 -0.8189 0.041 -0.122 -0.042
H -2.5820 -0.9972 -0.4173 0.094 0.041 0.116
H 0.0294 1.1803 -1.9156 -0.022 -0.094 0.162